Model A:
The following is a DFT calculation (ωB97M-V/def2-TZVPD) of 9 unconnected molecules or ions with the total composition C20H58O16.

Properties
HOMO-LUMO gap, eV: 9.90
Highest occupied orbital energy, eV: -9.7
SMILES: CC(C)O.CC(C)O.OCCO.OCCO.OCCO.OCCO.OCCO.OCCO.OCCO

```
! RIJCOSX wB97M-V def2-TZVPD def2/J DEFGRID3
* xyz 0 1
C 3.59 23.64 34.16
C 3.13 24.49 35.33
C 2.23 25.60 35.05
O 2.44 23.56 36.11
H 4.08 24.01 33.15
H 2.75 23.14 33.68
H 4.09 22.59 34.31
H 3.90 24.49 35.89
H 2.59 26.35 34.37
H 1.91 26.23 35.95
H 1.38 25.24 34.48
H 2.28 23.97 36.98
C -2.67 30.01 30.38
C -2.93 29.75 28.95
C -2.02 28.72 28.26
O -4.30 29.18 28.99
H -3.14 30.91 30.49
H -1.47 30.14 30.40
H -2.88 28.98 31.12
H -2.98 30.80 28.38
H -2.49 28.68 27.23
H -2.28 27.75 28.67
H -1.09 29.04 28.32
H -4.59 28.94 28.24
O 2.63 30.24 32.04
C 4.10 30.02 32.00
C 4.61 30.12 33.49
O 5.96 30.05 33.50
H 2.40 29.96 32.79
H 4.48 29.07 31.57
H 4.59 30.80 31.53
H 4.23 29.22 34.02
H 4.11 30.89 33.99
H 5.96 30.25 34.38
O -2.47 29.08 35.01
C -1.27 29.72 34.57
C -0.17 28.89 35.01
O 1.12 29.22 34.56
H -3.24 29.34 34.43
H -1.27 29.83 33.42
H -1.27 30.67 34.89
H -0.20 27.86 34.79
H -0.13 28.81 36.08
H 1.40 30.11 34.72
O 1.76 31.38 36.06
C 2.76 31.40 37.00
C 3.32 29.95 37.20
O 4.40 30.06 38.14
H 1.13 32.09 36.06
H 3.34 32.09 36.60
H 2.25 31.86 37.91
H 3.77 29.73 36.15
H 2.67 29.16 37.70
H 3.98 30.09 39.08
O -0.36 33.17 35.28
C -1.48 33.37 36.03
C -1.42 34.69 36.76
O -2.36 34.91 37.68
H -0.45 33.67 34.58
H -2.20 33.45 35.29
H -1.89 32.45 36.71
H -1.64 35.68 36.18
H -0.35 34.76 37.43
H -1.99 34.78 38.47
O -1.07 25.77 33.08
C -2.42 25.68 33.02
C -2.63 24.22 33.16
O -3.95 23.94 33.35
H -0.63 26.50 32.95
H -3.02 26.25 33.73
H -2.91 26.01 32.09
H -2.00 23.78 34.03
H -2.33 23.87 32.29
H -4.37 24.52 34.13
O -5.87 33.36 33.67
C -4.92 32.33 33.43
C -5.59 31.11 33.98
O -4.67 30.00 33.70
H -6.73 33.35 33.12
H -4.78 32.20 32.47
H -4.00 32.78 33.87
H -6.52 31.23 33.72
H -5.61 31.04 34.89
H -5.10 29.59 33.10
O -1.62 24.30 38.52
C -2.70 25.05 37.94
C -2.16 26.27 37.14
O -3.18 27.02 36.82
H -1.95 23.52 39.07
H -3.22 24.47 37.19
H -3.25 25.44 38.65
H -1.76 26.14 36.36
H -1.62 26.94 37.79
H -3.00 27.70 36.42
*
```

---

Model B:
The following is a DFT calculation (ωB97M-V/def2-TZVPD) of 9 unconnected molecules or ions with the total composition C20H58O16.

Properties
HOMO-LUMO gap, eV: 10.31
Highest occupied orbital energy, eV: -10.1
SMILES: CC(C)O.CC(C)O.OCCO.OCCO.OCCO.OCCO.OCCO.OCCO.OCCO

```
! RIJCOSX wB97M-V def2-TZVPD def2/J DEFGRID3
* xyz 0 1
C -16.38 15.28 -3.65
C -16.53 16.09 -4.93
C -17.53 15.50 -5.89
O -16.79 17.42 -4.62
H -15.52 15.69 -3.12
H -16.24 14.21 -3.81
H -17.26 15.38 -3.02
H -15.58 16.34 -5.40
H -17.20 14.51 -6.19
H -17.73 16.17 -6.72
H -18.55 15.41 -5.50
H -17.62 17.44 -4.12
C -13.93 18.92 -12.57
C -13.86 17.74 -13.46
C -14.11 16.39 -12.84
O -14.92 17.95 -14.37
H -13.21 18.76 -11.76
H -14.88 19.09 -12.06
H -13.64 19.85 -13.05
H -12.94 17.71 -14.04
H -14.06 15.58 -13.57
H -15.09 16.28 -12.38
H -13.45 16.07 -12.03
H -14.69 18.76 -14.84
O -11.92 12.77 5.53
C -13.05 12.79 4.71
C -13.36 14.17 4.34
O -13.95 14.86 5.46
H -12.19 13.11 6.38
H -12.80 12.26 3.80
H -13.78 12.22 5.29
H -14.03 14.35 3.49
H -12.42 14.61 4.01
H -14.83 14.49 5.55
O -21.30 17.39 1.93
C -21.70 16.90 0.62
C -22.00 17.99 -0.34
O -20.85 18.70 -0.82
H -21.77 18.20 2.11
H -20.90 16.28 0.21
H -22.60 16.29 0.70
H -22.70 18.58 0.26
H -22.52 17.54 -1.18
H -20.38 19.08 -0.07
O -16.22 6.96 -4.07
C -14.97 7.63 -4.27
C -14.42 8.01 -2.85
O -13.18 8.70 -3.01
H -16.57 6.63 -4.90
H -14.31 7.02 -4.90
H -15.10 8.53 -4.86
H -14.23 7.10 -2.28
H -15.16 8.54 -2.26
H -12.58 8.50 -2.29
O -22.38 21.05 -12.55
C -21.45 20.52 -13.48
C -21.38 18.96 -13.54
O -20.59 18.54 -14.66
H -23.09 20.44 -12.34
H -21.82 20.88 -14.45
H -20.50 21.02 -13.32
H -22.38 18.64 -13.82
H -21.16 18.50 -12.57
H -19.64 18.50 -14.49
O -15.81 23.29 -6.70
C -16.95 23.64 -7.47
C -16.50 24.77 -8.44
O -16.38 25.99 -7.71
H -15.94 22.41 -6.35
H -17.37 22.79 -8.01
H -17.66 23.99 -6.73
H -17.25 24.78 -9.23
H -15.53 24.64 -8.91
H -16.38 26.73 -8.33
O -9.98 20.90 -6.97
C -9.81 19.73 -6.24
C -8.48 18.96 -6.57
O -7.33 19.68 -6.15
H -10.85 21.27 -6.79
H -9.89 20.00 -5.18
H -10.66 19.08 -6.46
H -8.44 18.76 -7.64
H -8.58 18.01 -6.04
H -7.26 20.47 -6.70
O -10.92 12.22 -6.01
C -10.54 11.70 -7.24
C -9.34 10.74 -7.12
O -9.82 9.46 -6.63
H -11.46 11.63 -5.47
H -11.36 11.28 -7.83
H -10.33 12.56 -7.88
H -8.62 11.11 -6.40
H -8.75 10.65 -8.03
H -10.05 9.50 -5.70
*
```

---

Which structure is the least stable? The one labeled model A.

---

Model A:
The following is a DFT calculation (ωB97M-V/def2-TZVPD) of a molecular structure, C31H28AsN4O2SSn.

Properties
HOMO-LUMO gap, eV: 7.21
Highest occupied orbital energy, eV: -10.6

```
! RIJCOSX wB97M-V def2-TZVPD def2/J DEFGRID3
* xyz 1 1
Sn -0.27 0.13 -1.04
C 4.11 -0.48 0.06
C 4.54 0.77 0.48
C 3.66 1.85 0.42
C 2.37 1.65 -0.03
N 1.96 0.43 -0.42
C 2.81 -0.60 -0.38
C 1.36 2.73 -0.14
C 1.63 4.05 0.19
C 0.63 5.00 0.06
C -0.61 4.61 -0.41
C -0.81 3.28 -0.73
N 0.16 2.37 -0.60
H 4.76 -1.34 0.09
H 5.55 0.92 0.84
H 3.99 2.83 0.73
H 2.42 -1.56 -0.72
H 2.60 4.34 0.56
H 0.82 6.03 0.33
H -1.42 5.32 -0.53
H -1.76 2.93 -1.10
S -3.44 0.79 -1.65
C -3.81 1.14 -0.12
N -4.12 1.45 0.97
N -3.10 1.03 3.33
C -2.14 0.02 2.87
C -1.21 0.68 1.87
O -0.88 1.84 2.00
O -0.79 -0.13 0.93
H -3.86 1.36 2.04
H -2.60 1.84 3.66
H -3.67 0.67 4.09
H -2.67 -0.80 2.38
H -1.53 -0.41 3.67
C 0.18 -7.41 -1.75
C 0.04 -7.26 -0.38
C -0.02 -5.99 0.17
C 0.06 -4.87 -0.65
C 0.20 -5.03 -2.02
C 0.26 -6.30 -2.58
As -0.03 -3.06 0.06
C 1.42 -3.08 1.35
C 1.43 -2.15 2.39
C 2.54 -2.02 3.21
C 3.66 -2.81 2.99
C 3.66 -3.73 1.95
C 2.55 -3.87 1.14
C -1.61 -3.18 1.19
C -1.58 -3.60 2.51
C -2.76 -3.67 3.24
C -3.97 -3.33 2.66
C -4.00 -2.91 1.33
C -2.83 -2.83 0.60
H 0.22 -8.41 -2.18
H -0.03 -8.13 0.26
H -0.14 -5.87 1.24
H 0.26 -4.16 -2.67
H 0.36 -6.42 -3.65
H 0.56 -1.52 2.56
H 2.53 -1.31 4.03
H 4.53 -2.72 3.64
H 4.53 -4.36 1.79
H 2.55 -4.60 0.34
H -0.64 -3.87 2.98
H -2.73 -4.00 4.27
H -4.89 -3.39 3.23
H -4.94 -2.64 0.87
H -2.86 -2.48 -0.43
*
```

---

Model B:
The following is a DFT calculation (ωB97M-V/def2-TZVPD) of a molecular structure, C31H28AsN4O2SSn.

Properties
HOMO-LUMO gap, eV: 7.28
Highest occupied orbital energy, eV: -10.7

```
! RIJCOSX wB97M-V def2-TZVPD def2/J DEFGRID3
* xyz 1 1
Sn -1.61 0.87 -0.47
C -0.73 0.42 4.11
C -1.38 -0.75 4.46
C -1.97 -1.52 3.47
C -1.90 -1.10 2.15
N -1.31 0.06 1.83
C -0.74 0.80 2.78
C -2.42 -1.91 1.03
C -2.73 -3.26 1.17
C -3.15 -3.99 0.08
C -3.29 -3.35 -1.15
C -2.98 -2.01 -1.22
N -2.55 -1.31 -0.16
H -0.24 1.04 4.85
H -1.42 -1.07 5.50
H -2.48 -2.44 3.74
H -0.27 1.72 2.45
H -2.60 -3.75 2.13
H -3.37 -5.04 0.18
H -3.62 -3.88 -2.02
H -3.08 -1.46 -2.14
S -3.50 2.04 0.79
C -4.42 2.58 -0.49
N -5.07 2.93 -1.38
N -5.08 1.92 -5.18
C -3.92 2.38 -4.40
C -3.45 1.24 -3.51
O -4.17 0.16 -3.59
O -2.49 1.33 -2.76
H -4.93 2.00 -6.18
H -5.91 2.44 -4.94
H -4.87 0.40 -4.28
H -4.19 3.19 -3.72
H -3.09 2.72 -5.02
C 6.63 -0.04 -1.59
C 6.12 -0.53 -0.40
C 4.76 -0.47 -0.15
C 3.90 0.09 -1.09
C 4.42 0.57 -2.29
C 5.78 0.50 -2.54
As 1.98 0.31 -0.83
C 2.00 1.85 0.40
C 2.88 2.00 1.47
C 2.78 3.10 2.31
C 1.83 4.08 2.07
C 0.99 3.98 0.98
C 1.08 2.87 0.15
C 1.70 -1.23 0.35
C 1.88 -1.27 1.73
C 1.61 -2.44 2.44
C 1.16 -3.57 1.78
C 0.99 -3.55 0.40
C 1.27 -2.39 -0.30
H 7.70 -0.08 -1.77
H 6.79 -0.97 0.34
H 4.36 -0.88 0.78
H 3.74 0.99 -3.02
H 6.18 0.86 -3.48
H 3.66 1.26 1.64
H 3.45 3.19 3.16
H 1.77 4.94 2.72
H 0.27 4.75 0.76
H 0.47 2.82 -0.75
H 2.23 -0.39 2.25
H 1.77 -2.46 3.51
H 0.96 -4.48 2.34
H 0.65 -4.43 -0.12
H 1.16 -2.37 -1.38
*
```

---

Which structure is the least stable? The one labeled model B.